No. 1
{"formula": "C3H8N2S", "method": "wB97M-V/def2-TZVPD", "species": ["C", "C", "N", "N", "C", "S", "H", "H", "H", "H", "H", "H", "H", "H"], "xyz": [[-0.76645, 1.59599, -0.52356], [0.50726, 0.82035, -0.20590], [0.43661, -0.88927, -0.21216], [0.67608, -1.44528, 1.08396], [0.11823, -1.57788, -1.27230], [-0.39739, -1.05792, -2.67658], [-1.17137, 1.51898, -1.57234], [-1.54540, 1.39676, 0.13018], [-0.40564, 2.69919, -0.29777], [1.24422, 0.85714, -0.89212], [0.97797, 1.05993, 0.73405], [0.73984, -2.36067, 0.88418], [-0.06203, -1.31611, 1.69334], [0.36094, -2.66680, -1.15442]], "forces_ev_per_angstrom": [[2.2618, 2.1753, -1.2896], [-2.3035, -3.8099, 0.9694], [-0.6198, 4.7628, 2.2295], [2.1178, 2.9862, -1.7911], [1.0973, -2.2426, 1.5070], [-0.7506, 0.9501, -2.4859], [0.8902, -0.0163, 1.1261], [-1.4291, -0.4617, 1.4240], [-0.9896, -1.8812, -0.6439], [2.1648, 0.8425, -2.7081], [-0.3461, -0.1891, 0.5505], [0.5826, -4.2915, -0.2205], [-2.2125, 0.5805, 1.1348], [-0.4632, 0.5949, 0.1975]], "charge": 0, "orbital_gap_ev": 8.9, "max_force_ha_per_bohr": 0.10297, "smiles": "CCN(N)C=S", "lumo_energy_ev": 0.8}


No. 2
{"formula": "C58H120N6O8", "method": "wB97M-V/def2-TZVPD", "species": ["C", "C", "C", "C", "C", "C", "C", "C", "C", "N", "O", "H", "H", "H", "H", "H", "H", "H", "H", "H", "H", "H", "H", "H", "H", "H", "H", "H", "H", "H", "C", "C", "C", "C", "C", "C", "C", "C", "C", "N", "O", "H", "H", "H", "H", "H", "H", "H", "H", "H", "H", "H", "H", "H", "H", "H", "H", "H", "H", "H", "C", "C", "C", "C", "C", "C", "C", "C", "C", "N", "O", "H", "H", "H", "H", "H", "H", "H", "H", "H", "H", "H", "H", "H", "H", "H", "H", "H", "H", "H", "C", "C", "C", "C", "C", "C", "C", "C", "C", "N", "O", "H", "H", "H", "H", "H", "H", "H", "H", "H", "H", "H", "H", "H", "H", "H", "H", "H", "H", "H", "C", "C", "C", "C", "C", "C", "C", "C", "C", "N", "O", "H", "H", "H", "H", "H", "H", "H", "H", "H", "H", "H", "H", "H", "H", "H", "H", "H", "H", "H", "C", "C", "C", "C", "C", "C", "C", "C", "C", "N", "O", "H", "H", "H", "H", "H", "H", "H", "H", "H", "H", "H", "H", "H", "H", "H", "H", "H", "H", "H", "O", "C", "C", "C", "C", "O", "H", "H", "H", "H", "H", "H"], "xyz": [[-0.16824, -1.88482, -6.63168], [-1.71990, -1.75900, -6.79567], [-1.97078, -0.38029, -7.48126], [-2.33350, -2.79743, -7.73252], [-2.44454, -4.24106, -7.13524], [-3.07756, -4.16512, -5.72290], [-2.51491, -3.11643, -4.71472], [-3.63304, -3.05478, -3.66600], [-1.22076, -3.63371, -4.14346], [-2.39268, -1.86041, -5.39185], [-2.14644, -0.79893, -4.51496], [0.13179, -1.83529, -5.58496], [0.28140, -2.80957, -6.99330], [0.39111, -1.14358, -7.20246], [-2.99188, 0.00013, -7.45427], [-1.31333, 0.36485, -7.03333], [-1.72416, -0.36556, -8.54289], [-3.33420, -2.60873, -8.12121], [-1.67535, -2.96177, -8.58571], [-2.99993, -4.96000, -7.73755], [-1.46977, -4.72180, -7.05269], [-3.18403, -5.17386, -5.32390], [-4.10070, -3.81498, -5.85959], [-4.51371, -2.63399, -4.15122], [-3.33204, -2.26959, -2.97248], [-4.11774, -3.96272, -3.30710], [-1.43839, -4.59293, -3.67373], [-0.70628, -2.93658, -3.48209], [-0.53782, -3.78612, -4.97921], [-1.23124, -0.92038, -4.25178], [1.07244, 6.63956, 6.42541], [0.78944, 6.32104, 4.94848], [-0.50277, 7.04009, 4.52599], [1.97836, 6.80626, 4.06512], [1.66876, 6.29379, 2.62375], [1.51902, 4.78599, 2.56169], [0.48362, 4.14431, 3.59240], [-0.86005, 4.00865, 2.84780], [0.92899, 2.63843, 3.75316], [0.58891, 4.80791, 4.90903], [-0.33676, 4.30864, 5.76796], [0.44420, 6.22701, 7.21485], [2.13766, 6.43521, 6.53333], [0.93936, 7.69299, 6.67173], [-1.04716, 6.61183, 3.68437], [-1.23040, 6.86032, 5.31741], [-0.45205, 8.10917, 4.31962], [2.14932, 7.88276, 4.06911], [2.87296, 6.36437, 4.50390], [0.74224, 6.75966, 2.28815], [2.36716, 6.67363, 1.87806], [2.49645, 4.30455, 2.59217], [1.11054, 4.65706, 1.55938], [-1.06992, 5.00069, 2.44791], [-1.74670, 3.77993, 3.43910], [-0.78792, 3.42486, 1.93014], [0.84585, 1.91617, 2.94105], [0.37235, 2.21635, 4.58989], [1.95419, 2.56923, 4.11683], [0.16515, 3.69661, 6.31119], [2.15767, -0.61516, 4.54780], [3.06452, -1.96823, 4.68650], [2.38698, -2.69718, 5.86851], [3.04161, -2.81265, 3.38134], [3.96707, -2.19898, 2.25931], [5.39444, -2.30779, 2.75564], [5.55687, -1.42604, 3.97037], [6.85759, -1.85136, 4.45938], [5.60800, 0.03788, 3.57654], [4.46430, -1.67768, 4.98752], [4.66503, -0.89948, 6.08456], [1.09872, -0.72075, 4.31205], [2.06207, -0.09211, 5.49931], [2.63287, 0.03149, 3.81015], [1.30392, -2.78125, 5.77905], [2.74174, -3.70685, 6.07545], [2.52383, -2.19663, 6.82706], [3.37406, -3.80366, 3.69032], [1.98750, -2.82839, 3.10442], [3.83924, -2.84609, 1.39155], [4.01199, -1.13538, 2.02510], [5.93757, -1.92621, 1.89106], [5.71687, -3.33069, 2.95010], [7.17736, -1.25288, 5.31241], [7.59095, -1.64586, 3.67960], [6.98493, -2.88000, 4.79672], [5.77211, 0.48201, 4.55833], [4.72408, 0.41368, 3.06122], [6.48939, 0.43694, 3.07452], [4.81057, -1.57426, 6.75171], [-5.91718, 0.37571, 2.29924], [-4.46475, 0.00368, 2.58164], [-3.69099, 0.33420, 1.31087], [-3.86650, 0.98071, 3.64555], [-4.30879, 0.71225, 5.13722], [-3.97433, -0.74737, 5.36197], [-4.77750, -1.75613, 4.48681], [-4.10224, -3.09495, 4.80467], [-6.29140, -1.91001, 4.78860], [-4.32396, -1.41198, 3.07795], [-4.67413, -2.39612, 2.12112], [-5.93740, 1.32000, 1.75516], [-6.43921, -0.25574, 1.58032], [-6.51999, 0.36967, 3.20736], [-4.20631, -0.05590, 0.43317], [-3.44710, 1.36065, 1.03698], [-2.68651, -0.08248, 1.38504], [-2.77771, 1.02932, 3.62918], [-4.21459, 2.01154, 3.57988], [-3.68382, 1.25618, 5.84549], [-5.37185, 0.85115, 5.33399], [-4.22598, -0.82791, 6.41947], [-2.91013, -0.97049, 5.43814], [-3.01291, -3.13306, 4.80669], [-4.25257, -3.80268, 3.98943], [-4.55952, -3.54068, 5.68802], [-6.88542, -1.07070, 5.15024], [-6.57626, -2.80381, 5.34364], [-6.64909, -2.17542, 3.79375], [-3.87718, -2.67086, 1.66178], [-5.24756, 5.20508, -5.18722], [-4.28808, 5.66082, -3.96112], [-3.45497, 6.85131, -4.48766], [-5.20674, 6.13405, -2.76326], [-4.51412, 6.01676, -1.32658], [-3.84334, 4.69142, -1.04456], [-2.91233, 4.25617, -2.24625], [-1.62704, 5.04260, -2.14026], [-2.70390, 2.75917, -1.97920], [-3.54919, 4.40752, -3.61410], [-2.79375, 3.91920, -4.58568], [-5.76500, 6.07732, -5.58665], [-4.54505, 4.79930, -5.91517], [-5.88591, 4.33163, -5.05416], [-4.01091, 7.78067, -4.61143], [-2.56508, 7.17049, -3.94515], [-3.00364, 6.50878, -5.41883], [-5.27495, 7.21630, -2.87361], [-6.21219, 5.71804, -2.82731], [-3.79577, 6.82895, -1.21514], [-5.10273, 6.05583, -0.41000], [-4.56255, 3.88375, -0.90858], [-3.29037, 4.77153, -0.10866], [-1.93942, 6.07023, -2.32597], [-0.97631, 4.87834, -2.99914], [-1.06484, 5.12556, -1.21013], [-2.11584, 2.67808, -1.06503], [-2.06800, 2.41180, -2.79348], [-3.64576, 2.21471, -2.04671], [-3.13465, 3.03933, -4.76237], [2.88238, -4.28071, -4.27026], [3.98456, -4.52148, -3.27251], [4.61718, -3.19894, -2.94612], [3.32090, -5.09021, -2.01673], [4.26666, -5.73927, -1.02589], [5.36509, -6.75247, -1.62116], [5.90828, -6.23177, -2.95763], [7.08028, -5.34152, -2.60257], [6.40590, -7.44429, -3.81365], [4.94007, -5.45284, -3.76961], [5.50220, -5.05178, -5.03311], [2.05830, -3.71581, -3.83451], [3.04423, -3.90057, -5.27892], [2.45259, -5.24801, -4.53049], [5.39139, -3.23880, -2.17988], [5.08588, -2.69021, -3.78849], [3.87346, -2.51695, -2.53398], [2.73175, -4.26710, -1.61238], [2.57069, -5.81951, -2.32234], [4.87404, -4.94645, -0.58928], [3.60736, -6.17399, -0.27460], [5.16308, -7.82111, -1.69393], [6.18671, -6.74447, -0.90495], [7.32430, -4.58807, -3.35148], [7.90461, -6.05453, -2.61651], [7.02056, -4.79165, -1.66333], [6.98148, -8.11351, -3.17415], [6.85553, -7.09100, -4.74161], [5.70285, -8.24247, -4.05182], [6.04263, -4.28776, -4.81908], [0.89182, -1.43998, -2.64921], [0.95987, -0.74684, -1.60854], [2.01571, -0.71910, -0.52291], [1.25987, 0.03775, 0.55254], [0.03671, 0.70412, -0.07464], [-0.07683, 0.11516, -1.37654], [2.40053, -1.72070, -0.33103], [2.82930, -0.24025, -1.06776], [0.89955, -0.52261, 1.41526], [1.91275, 0.83354, 0.91111], [-0.80911, 0.49873, 0.58149], [0.21233, 1.77519, -0.17500]], "forces_ev_per_angstrom": [[0.1468, -0.4052, -0.3426], [-0.0897, 0.5802, 1.0015], [0.0381, 0.3388, 0.7767], [0.1737, -2.7045, 0.1447], [0.4488, 0.6447, 1.5368], [-0.4135, 0.5249, -1.2765], [-0.6940, -2.2581, -0.4750], [-0.5277, 1.7791, -0.4890], [0.4946, -0.1805, -0.2106], [-1.2932, 0.7834, -2.8302], [0.3156, -0.1104, -0.5513], [0.0090, 0.3403, -0.0331], [-0.4441, -0.4462, 0.0034], [-0.2378, 0.3671, 0.1395], [-0.1514, -0.3220, 0.4368], [-0.1722, 0.1475, 0.1584], [0.2889, -0.6045, -0.0295], [0.0419, 0.8394, 0.2276], [0.0637, 0.6659, -0.2516], [-0.3247, 0.4179, -0.2784], [0.3889, 0.2258, 0.0456], [0.3615, 0.0926, 0.4795], [-0.2481, -0.0904, -0.2770], [0.0613, 0.5038, -0.3788], [-0.2595, -0.5897, 0.8167], [1.1877, -0.3659, 0.5436], [0.3627, 0.0444, 0.2792], [-0.2320, -0.1268, 0.3326], [0.1200, -0.3751, 0.0938], [0.6514, 0.2690, 0.5436], [0.6447, 0.8667, -0.1022], [-1.5060, 0.2526, 0.6779], [-1.2021, -0.4974, 0.1971], [-0.7361, -1.7026, -0.5812], [0.2545, 0.8703, 0.9721], [-0.7677, 0.3005, 0.1695], [1.4748, -1.8254, -1.7035], [-0.5285, 2.2221, 0.0165], [0.5047, 0.4542, 1.7012], [2.5778, 0.9554, -2.8895], [-1.4902, -0.0790, 1.0130], [0.0835, -0.8954, -0.5005], [-0.0618, -0.2711, 0.7498], [0.2028, 0.4137, -0.6367], [0.5446, -0.1464, -0.3191], [-0.0443, 0.3599, 0.3077], [0.4205, 0.0410, 0.3032], [-0.5408, 0.0589, 0.2782], [0.2631, -0.2317, -0.3583], [-0.2768, 0.0180, 0.2241], [0.4627, -0.2830, 0.1296], [-0.0436, -0.1020, 0.2942], [0.0407, -0.7180, -0.0801], [-0.3224, 0.2690, -0.1184], [0.2800, -0.4981, 0.1661], [0.1489, -0.5366, 0.4029], [-0.3028, 0.5932, -0.4490], [-0.4003, -0.1676, -0.0747], [0.2962, 0.2298, -0.1397], [-0.0317, -0.0181, 0.2825], [1.0653, -0.6421, -0.0421], [-1.4935, 1.6400, -0.0196], [0.2797, -0.5192, 0.4357], [-0.1452, 2.1441, 0.4600], [0.0015, -1.9487, 1.2640], [-1.2550, -0.4797, -1.0838], [-1.5955, -0.5371, -1.1603], [2.5906, 0.4804, 1.9880], [0.3890, 0.8947, 1.1351], [0.6794, -1.7913, -2.3641], [-0.0627, 0.7368, 1.4532], [0.0487, -0.7613, -0.5665], [0.7435, 0.0611, 0.1379], [-0.1723, 0.2033, 0.0536], [-0.0243, 0.1277, -0.4733], [0.3027, -0.2062, -0.4379], [0.1727, 0.4777, -0.1449], [0.1292, -0.1559, -0.5477], [0.0140, -0.3270, -0.2748], [-0.0498, 0.4178, -0.3951], [-1.6878, -0.0190, -0.1726], [0.8772, 0.0714, 0.4195], [-0.1270, -0.0846, 0.0537], [0.0944, 0.2075, 0.1803], [0.1043, -0.1693, -0.0341], [-0.5026, -0.1591, -0.3128], [-0.7882, 0.7793, 0.0532], [-0.0208, 0.0390, 0.3449], [0.1651, -0.8061, -0.5880], [0.2129, 0.3226, 0.5555], [-0.4887, 0.0683, -0.2510], [-0.5961, 1.0013, 0.6222], [0.8341, -1.2948, -0.7637], [-1.2668, 0.5623, 2.1344], [1.5227, -1.5088, -1.8672], [-1.4033, 0.1173, 1.7509], [2.4048, 0.1551, 0.4430], [-0.3952, -1.2299, -0.9152], [-0.0381, -0.2725, -1.6567], [1.1414, 0.8651, 0.4541], [-1.2772, 0.5063, 0.0147], [-0.0826, 0.4804, 0.5870], [0.3648, -0.6939, 0.1145], [-0.0425, 0.3853, -0.0434], [0.1891, -0.3419, -0.0820], [-0.7380, 0.4755, 0.7919], [0.0351, -0.5721, -0.1188], [0.0680, -0.3556, -0.1649], [-0.0266, 0.1104, -1.3635], [-0.2836, 0.5390, -0.1636], [0.0402, 0.3556, -0.1665], [-0.5584, -1.0243, 0.2797], [0.1256, 0.1444, -0.9775], [0.0746, 0.7889, 0.6172], [-0.7402, -0.1174, -0.0600], [0.4257, 0.0718, 0.1629], [0.4403, 0.2185, -0.0078], [0.5229, 0.1731, 0.4806], [-0.6041, 0.2080, -0.1574], [0.3780, 0.2197, 0.2824], [1.7776, 0.3579, 0.6062], [-1.6136, -0.8839, -0.2095], [0.9382, -0.5032, -0.3443], [1.4844, 0.1687, 1.2109], [-0.3210, -0.6099, -0.2613], [0.3941, -0.0947, -2.3248], [-0.5292, -0.7180, 1.3306], [0.1055, 1.5500, -1.1990], [0.9354, 0.7046, -1.5191], [-2.8361, 1.7390, 4.5589], [2.1699, -0.6684, -2.2628], [-0.1269, -0.1976, -0.0697], [0.0380, 0.5383, -0.4464], [-0.3595, 0.3911, 0.9005], [-0.3922, -0.3238, -0.3409], [-0.1660, -0.3701, 0.7321], [-0.2515, 0.3269, -0.4104], [-0.4921, -0.0255, -0.3039], [0.2010, -0.2757, 0.1812], [0.1523, 0.0215, -0.2030], [-1.1338, 0.9074, -0.5251], [-0.3410, 0.1556, -0.0107], [0.3852, -0.1570, -0.1333], [0.0666, 0.3074, 0.1881], [0.2892, -0.5011, 0.1748], [-0.1477, -0.7793, 0.1498], [-0.4182, -0.4007, 0.2189], [0.1667, -0.4799, 0.1021], [0.0924, -0.0606, 0.4963], [-0.0238, -0.2186, -0.2110], [-1.5594, -0.9543, -1.0011], [0.1936, 0.7076, 0.1182], [0.5752, 1.4362, 0.8831], [-0.0603, -0.5819, -0.8454], [0.7752, -0.5044, -0.3991], [-1.3180, 0.8936, 0.3309], [-0.3575, 0.2987, -0.7508], [1.3649, -0.1250, -0.5069], [-0.4395, -0.0728, 0.6119], [-0.3191, -2.3268, -1.2202], [-0.5298, -0.4696, 1.2105], [0.1345, 0.2591, 0.1647], [0.9212, 0.5739, 0.3368], [-0.1264, -0.3416, 0.2640], [0.0898, -0.3355, 0.1267], [-0.1795, -0.0773, -0.2760], [-0.1954, 0.1529, -0.2211], [0.1482, 0.0123, 0.4956], [0.0359, -0.2041, -0.1975], [-0.0933, 0.0369, 0.4258], [0.5453, -0.2344, 0.3346], [-1.0428, 0.1434, -0.0876], [0.1213, 0.1344, -0.0230], [-0.0307, -0.0849, -0.2490], [0.5781, 0.4867, 0.5576], [-0.1696, -0.3420, 0.1302], [1.2773, 0.6686, 0.0125], [0.3966, -0.3112, 0.2876], [-1.1765, 0.8265, -0.3842], [0.3579, 0.4179, -0.1117], [0.8147, 1.9491, 2.9880], [-1.8132, -2.2077, -3.5606], [-1.2246, -0.4228, -1.3455], [1.1144, 1.0353, 1.1138], [0.9239, -0.1324, -0.0848], [0.5425, -0.4356, 0.4148], [-0.4073, 0.0062, 0.2826], [0.2798, 0.6532, 0.6259], [0.5748, -0.4675, -0.1474], [-0.0337, -0.0847, 0.4772], [-0.3601, 0.1436, -0.6609], [-0.3550, 0.0305, -0.1581]], "charge": 0, "orbital_gap_ev": 8.0, "max_force_ha_per_bohr": 0.10975, "smiles": "CC1(C)CCCC(C)(C)N1O.CC1(C)CCCC(C)(C)N1O.CC1(C)CCCC(C)(C)N1O.CC1(C)CCCC(C)(C)N1O.CC1(C)CCCC(C)(C)N1O.CC1(C)CCCC(C)(C)N1O.O=C1CCCO1", "lumo_energy_ev": 0.2}


No. 3
{"formula": "C5H13N", "method": "wB97M-V/def2-TZVPD", "species": ["C", "C", "C", "C", "N", "C", "H", "H", "H", "H", "H", "H", "H", "H", "H", "H", "H", "H", "H"], "xyz": [[2.07370, -0.17376, -0.28406], [0.86916, 0.21841, -1.07738], [-0.44996, -0.23064, -0.45191], [-1.68194, -0.03219, -1.30953], [-0.62690, 0.41220, 0.85141], [-0.31211, -0.15531, 2.12686], [2.02254, -1.20434, 0.05435], [3.00959, -0.01058, -0.82108], [2.15322, 0.44877, 0.61053], [0.86198, -0.26175, -2.07491], [0.76894, 1.27904, -1.31800], [-0.41136, -1.30212, -0.21853], [-1.68706, -0.61734, -2.22553], [-1.78691, 1.00185, -1.67914], [-2.57435, -0.13765, -0.69472], [-0.55560, 1.40252, 0.88520], [0.37664, 0.47699, 2.69989], [-1.19379, -0.33996, 2.76227], [0.18972, -1.13186, 2.13532]], "forces_ev_per_angstrom": [[0.6320, 0.6691, 0.5464], [-1.3350, -0.8277, -1.7179], [0.2269, 0.0723, 1.4268], [-0.2621, 1.3259, -0.4245], [-0.5608, -0.3513, 0.0285], [0.2061, -0.6976, 0.9528], [0.0173, -0.2009, -0.1121], [-0.0751, -0.1594, -0.1335], [-0.0696, -0.0803, 0.0996], [0.3943, 0.0720, 0.1958], [0.3229, 0.1861, 0.3202], [0.2506, 0.0119, -0.0907], [-0.0994, -0.4630, 0.1541], [0.4053, -0.0076, 0.1941], [-0.0178, -0.6064, -0.1446], [0.0990, 0.5949, -0.4564], [-0.1351, 0.1094, -0.0278], [-0.0072, 0.2581, -0.1197], [0.0078, 0.0944, -0.6911]], "charge": 0, "orbital_gap_ev": 9.3, "max_force_ha_per_bohr": 0.04527, "smiles": "CC[C@H](C)NC", "lumo_energy_ev": 1.2}


Going through the records in order, we get M values of 104.18 1029.63 87.17 Da.
Going through the records in order, we get HOMO values of -8.102 -7.850 -8.085 eV.
Going through the records in order, we get energy above the lowest of the compared OMol25 structures with the same formula, charge and spin values of 74.49 0.00 18.58 kcal/mol.